Record 1
Here is a molecular structure, C73H57GeP3ReSi from the OMol25 dataset. Energies are from ωB97M-V with the def2-TZVPD basis set.

Structure (XYZ):
```
136
C73H57GeP3ReSi | the OMol25 dataset | ωB97M-V with the def2-TZVPD basis set
Re 0.00 1.60 -0.66
C 6.06 2.50 -1.41
C 5.77 2.35 -0.06
C 4.52 1.87 0.33
C 3.58 1.50 -0.63
C 3.85 1.76 -1.98
C 5.09 2.24 -2.36
P 2.09 0.55 -0.14
C 2.39 -1.03 -1.04
C 2.65 -2.23 -0.35
C 3.19 -3.32 -1.03
C 3.45 -3.25 -2.39
C 3.07 -2.12 -3.10
C 2.53 -1.03 -2.43
C 2.34 0.14 1.61
C 3.52 -0.46 2.07
C 3.65 -0.77 3.41
C 2.61 -0.50 4.29
C 1.45 0.11 3.83
C 1.30 0.44 2.48
Si -0.17 1.39 1.81
C -0.18 3.10 2.59
C -0.33 3.32 3.96
C -0.39 4.61 4.46
C -0.30 5.71 3.61
C -0.16 5.50 2.25
C -0.09 4.20 1.75
P 0.01 3.91 -0.02
C 1.51 4.66 -0.65
C 1.67 4.81 -2.04
C 2.75 5.52 -2.54
C 3.69 6.04 -1.67
C 3.57 5.85 -0.30
C 2.49 5.16 0.22
C -1.34 4.94 -0.65
C -1.17 5.92 -1.63
C -2.24 6.75 -1.97
C -3.45 6.62 -1.31
C -3.61 5.67 -0.31
C -2.56 4.82 0.01
C -1.79 0.54 2.29
C -2.18 0.27 3.60
C -3.42 -0.28 3.88
C -4.31 -0.55 2.84
C -3.94 -0.29 1.53
C -2.68 0.25 1.26
P -2.13 0.55 -0.43
C -3.25 1.69 -1.25
C -2.88 2.11 -2.54
C -3.77 2.84 -3.31
C -5.03 3.14 -2.81
C -5.38 2.75 -1.53
C -4.50 2.04 -0.74
C -2.47 -1.05 -1.26
C -1.63 -2.23 -0.97
C -2.14 -3.59 -1.41
C -3.19 -3.54 -2.48
C -3.85 -2.42 -2.78
C -3.49 -1.17 -2.14
H 7.04 2.84 -1.71
H 6.51 2.59 0.69
H 4.31 1.76 1.38
H 3.11 1.57 -2.74
H 5.30 2.41 -3.41
H 2.53 -2.28 0.72
H 3.44 -4.21 -0.46
H 3.92 -4.08 -2.90
H 3.22 -2.07 -4.17
H 2.26 -0.15 -3.01
H 4.34 -0.67 1.39
H 4.57 -1.23 3.77
H 2.71 -0.74 5.35
H 0.66 0.33 4.54
H -0.41 2.48 4.65
H -0.51 4.77 5.53
H -0.35 6.71 4.00
H -0.11 6.35 1.57
H 0.93 4.41 -2.72
H 2.85 5.66 -3.61
H 4.53 6.60 -2.06
H 4.32 6.26 0.37
H 2.38 5.03 1.29
H -0.22 6.07 -2.12
H -2.10 7.51 -2.72
H -4.27 7.29 -1.56
H -4.54 5.60 0.23
H -2.67 4.10 0.81
H -1.50 0.49 4.43
H -3.71 -0.48 4.90
H -5.29 -0.96 3.06
H -4.63 -0.51 0.72
H -1.91 1.82 -2.94
H -3.49 3.15 -4.31
H -5.73 3.69 -3.43
H -6.36 3.01 -1.14
H -4.78 1.74 0.27
H -0.10 -1.22 0.11
H -1.31 -4.18 -1.79
H -3.45 -4.48 -2.96
H -4.65 -2.42 -3.51
H -4.08 -0.30 -2.41
C -0.45 -2.16 -0.33
Ge 0.67 -3.71 -0.19
C -2.71 -4.43 -0.26
C -2.66 -5.81 -0.36
C -3.20 -6.62 0.63
C -3.81 -6.04 1.74
C -3.86 -4.66 1.85
C -3.31 -3.85 0.86
C 1.16 -4.33 1.55
C 1.65 -5.62 1.77
C 2.01 -6.00 3.05
C 1.90 -5.10 4.10
C 1.40 -3.82 3.88
C 1.01 -3.43 2.61
C 1.07 -4.54 -1.88
C 0.75 -3.83 -3.04
C 1.06 -4.36 -4.28
C 1.70 -5.59 -4.37
C 2.03 -6.29 -3.22
C 1.71 -5.77 -1.97
H -2.20 -6.28 -1.23
H -3.15 -7.70 0.53
H -4.25 -6.67 2.51
H -4.33 -4.20 2.71
H -3.36 -2.78 0.96
H 1.74 -6.33 0.95
H 2.37 -7.01 3.23
H 2.19 -5.40 5.10
H 1.29 -3.13 4.71
H 0.59 -2.44 2.44
H 0.26 -2.86 -2.97
H 0.79 -3.81 -5.18
H 1.94 -6.00 -5.34
H 2.53 -7.25 -3.29
H 1.96 -6.34 -1.08
```

Results
Charge: +3
HOMO: -14.995 eV
Calculated total energy: -6283.88408 a.u.

Record 2
Here is a molecular structure, C9H10O3 from the OMol25 dataset. Energies are from ωB97M-V with the def2-TZVPD basis set.

Structure (XYZ):
```
22
C9H10O3 | the OMol25 dataset | ωB97M-V with the def2-TZVPD basis set
C 0.09 0.40 2.91
C -0.41 -0.06 0.51
C -0.07 1.11 -0.34
C -0.75 2.42 0.00
C 0.52 0.84 -1.58
C 0.65 -0.25 -2.25
C 0.26 -1.30 -1.53
C -0.09 -1.36 -0.15
C -0.26 -2.79 0.50
H 0.41 1.44 2.35
H -0.50 0.44 3.81
H 0.82 -0.33 3.01
H -2.05 2.10 0.08
H -0.99 2.86 -0.91
H -0.42 3.02 1.10
H 0.98 1.78 -1.91
H 1.81 -1.19 -3.30
H 0.53 -2.32 -1.95
H -1.08 -2.76 1.41
O -0.83 0.08 1.78
O 1.41 -0.28 -3.43
O -0.04 -3.87 -0.12
```

Results
Charge: 0
Energy relative to the best compared isomer or geometry (same formula, charge and spin): 145.3 kcal per mole
HOMO: -8.732 eV
Calculated total energy: -574.45440 a.u.

Record 3
Here is 11 unconnected molecules or ions with the total composition C52H62Cl4O30 from the OMol25 dataset. Energies are from ωB97M-V with the def2-TZVPD basis set.

Structure (XYZ):
```
148
C52H62Cl4O30 | the OMol25 dataset | ωB97M-V with the def2-TZVPD basis set
Cl 5.85 -1.21 6.84
C 5.56 -1.22 5.07
C 6.73 -0.69 4.26
Cl 7.07 0.89 4.85
H 4.68 -0.64 4.79
H 5.45 -2.27 4.79
H 6.53 -0.63 3.19
H 7.56 -1.39 4.23
Cl -8.91 7.61 0.60
C -7.58 7.13 1.76
C -7.08 5.79 1.31
Cl -8.30 4.43 1.27
H -7.96 7.10 2.78
H -6.70 7.77 1.77
H -6.33 5.39 2.00
H -6.45 5.75 0.42
C 1.12 -7.16 1.20
O -0.29 -6.93 1.29
C -0.78 -7.27 2.59
C -2.33 -7.29 2.54
O -2.91 -7.60 3.83
C -4.30 -7.49 3.84
H 1.60 -6.49 1.91
H 1.63 -6.82 0.30
H 1.42 -8.19 1.38
H -0.45 -6.59 3.38
H -0.50 -8.32 2.69
H -2.67 -8.06 1.86
H -2.72 -6.35 2.14
H -4.81 -7.97 3.01
H -4.59 -6.46 3.64
H -4.69 -7.86 4.79
C 1.70 -0.44 0.21
O 1.24 -0.17 1.58
C -0.20 -0.23 1.67
C -0.86 -0.15 3.09
O -1.08 1.21 3.51
C 0.16 2.08 3.48
H 2.53 0.19 -0.13
H 0.96 -0.18 -0.55
H 1.91 -1.50 0.10
H -0.45 -1.21 1.25
H -0.62 0.49 0.97
H -0.14 -0.49 3.84
H -1.73 -0.81 3.19
H 0.89 1.60 4.12
H 0.05 3.01 4.02
H 0.51 2.23 2.46
C -3.67 3.07 -6.21
O -3.10 4.00 -7.12
C -3.92 4.37 -8.23
C -3.26 5.46 -9.08
O -2.69 6.41 -8.19
C -2.35 7.73 -8.72
H -4.57 3.48 -5.73
H -2.96 2.94 -5.40
H -4.00 2.14 -6.68
H -4.97 4.57 -7.99
H -3.85 3.50 -8.89
H -4.01 5.92 -9.72
H -2.48 4.96 -9.67
H -1.67 8.03 -7.93
H -3.19 8.42 -8.78
H -1.71 7.66 -9.60
C -7.84 4.28 10.39
C -8.41 3.70 11.44
C -8.34 2.21 11.66
O -8.68 1.67 12.74
C -7.68 1.53 10.53
C -7.02 2.12 9.48
C -7.10 3.60 9.27
O -6.70 4.24 8.32
O -6.37 1.43 8.47
O -9.00 4.41 12.41
H -7.89 5.36 10.28
H -7.54 0.46 10.56
H -5.84 2.07 7.98
H -9.18 3.73 13.06
C -3.00 -2.44 12.97
C -2.69 -1.11 13.13
C -1.67 -0.44 12.23
O -1.43 0.78 12.24
C -1.17 -1.34 11.24
C -1.46 -2.66 11.10
C -2.45 -3.37 11.99
O -2.75 -4.56 11.82
O -1.06 -3.45 10.08
O -3.22 -0.37 14.15
H -3.73 -2.87 13.64
H -0.52 -0.95 10.47
H -1.58 -4.26 10.13
H -2.81 0.50 14.21
C -4.67 -7.22 -7.61
C -4.61 -6.76 -8.84
C -3.81 -5.48 -9.19
O -3.80 -4.90 -10.26
C -2.97 -5.04 -8.04
C -2.97 -5.58 -6.82
C -3.82 -6.73 -6.49
O -3.96 -7.22 -5.36
O -2.28 -5.10 -5.76
O -5.16 -7.35 -9.94
H -5.26 -8.12 -7.52
H -2.41 -4.11 -8.09
H -2.27 -5.75 -5.06
H -4.72 -7.18 -10.77
C 4.71 -5.42 -7.78
C 5.57 -4.34 -7.52
C 6.31 -3.54 -8.57
O 6.96 -2.52 -8.33
C 6.28 -4.21 -9.83
C 5.51 -5.28 -10.14
C 4.61 -6.00 -9.13
O 3.98 -7.05 -9.40
O 5.49 -5.78 -11.40
O 5.72 -3.92 -6.23
H 4.14 -5.88 -6.99
H 6.90 -3.81 -10.62
H 4.98 -6.60 -11.41
H 6.25 -3.13 -6.13
C 1.74 7.54 -0.33
C 2.72 6.94 -1.04
C 2.47 6.36 -2.43
O 3.35 5.83 -3.13
C 1.17 6.72 -3.03
C 0.14 7.20 -2.25
C 0.32 7.54 -0.82
O -0.53 8.10 -0.13
O -1.14 7.31 -2.78
O 4.01 6.90 -0.51
H 2.02 8.15 0.51
H 0.97 6.41 -4.05
H -1.10 7.09 -3.72
H 4.00 7.41 0.30
C 12.82 3.05 -4.31
C 11.52 2.73 -4.09
C 11.06 1.41 -3.52
O 9.89 1.21 -3.23
C 12.18 0.48 -3.42
C 13.49 0.83 -3.71
C 13.90 2.15 -4.28
O 15.03 2.47 -4.61
O 14.50 -0.01 -3.38
O 10.55 3.63 -4.31
H 13.03 4.05 -4.67
H 12.05 -0.50 -2.99
H 15.30 0.20 -3.86
H 9.66 3.32 -4.13
```

Results
Charge: 0
SMILES string: O=C1C=C(O)C(=O)C=C1O.O=C1C=C(O)C(=O)C=C1O.O=C1C=C(O)C(=O)C=C1O.O=C1C=C(O)C(=O)C=C1O.O=C1C=C(O)C(=O)C=C1O.O=C1C=C(O)C(=O)C=C1O.COCCOC.COCCOC.COCCOC.ClCCCl.ClCCCl
HOMO: -9.594 eV
Calculated total energy: -6116.18923 a.u.

Record 4
Here is a molecular structure, C23H31N4O3Si2W from the OMol25 dataset. Energies are from ωB97M-V with the def2-TZVPD basis set.

Structure (XYZ):
```
64
C23H31N4O3Si2W | the OMol25 dataset | ωB97M-V with the def2-TZVPD basis set
W -0.50 0.35 0.12
C -0.76 -3.92 -0.37
C -0.05 -2.63 -0.17
O -0.74 -1.56 -0.26
C 1.36 -2.54 0.10
C 2.17 -3.69 0.14
C 3.52 -3.59 0.41
C 4.09 -2.35 0.66
C 3.33 -1.20 0.64
C 1.98 -1.29 0.35
O 1.24 -0.14 0.31
H -1.83 -3.76 -0.43
H -0.53 -4.62 0.43
H -0.41 -4.38 -1.30
H 1.73 -4.65 -0.06
H 4.13 -4.49 0.42
H 5.15 -2.28 0.88
H 3.77 -0.22 0.82
C -1.78 -1.29 -3.13
Si -1.61 0.30 -2.19
C -3.23 0.73 -1.28
C -1.03 1.73 -3.23
C -1.72 2.07 -4.39
C -1.29 3.11 -5.19
C -0.15 3.83 -4.85
C 0.56 3.50 -3.70
C 0.11 2.46 -2.88
Si 1.09 2.08 -1.35
C 2.80 1.43 -1.73
C 1.29 3.52 -0.16
H -2.38 -1.09 -4.02
H -2.30 -2.06 -2.55
H -0.82 -1.68 -3.47
H -3.99 0.58 -2.05
H -3.28 1.77 -0.98
H -3.50 0.08 -0.45
H -2.60 1.51 -4.69
H -1.84 3.36 -6.09
H 0.19 4.64 -5.48
H 1.45 4.06 -3.45
H 3.24 2.15 -2.43
H 2.81 0.45 -2.22
H 3.43 1.40 -0.84
H 2.13 4.12 -0.53
H 1.55 3.22 0.86
H 0.41 4.15 -0.13
N -1.79 3.15 1.29
C -1.28 2.24 0.80
H -2.18 4.05 1.54
C -1.04 -1.44 6.06
N -1.00 -0.96 4.68
C -2.15 -0.98 3.80
C -1.53 -0.41 2.56
O -2.12 -0.15 1.46
N -0.24 -0.15 2.71
C 0.05 -0.51 4.02
N 1.27 -0.40 4.51
H -2.04 -1.30 6.46
H -0.35 -0.87 6.68
H -0.78 -2.50 6.12
H -2.97 -0.36 4.16
H -2.53 -2.00 3.64
H 2.00 0.03 3.96
H 1.48 -0.62 5.47
```

Results
Charge: +3
Energy relative to the best compared isomer or geometry (same formula, charge and spin): 23.2 kcal per mole
HOMO (spin up / spin down): -16.610 / -16.610 eV
Calculated total energy: -1984.95231 a.u.